17
Properties=species:S:1:pos:R:3 method="wB97M-V/def2-TZVPD" molar_mass_g_mol=151.26 homo_energy_ev=-8.3372 de_lowest_kcal_mol=85.6 lumo_ev=0.59 energy_ha=-1084.059793
C 2.00 1.15 1.03
C 0.22 -0.47 1.24
C -0.33 0.83 -0.69
C -2.25 -1.35 -1.68
H 2.54 0.77 0.09
H 2.54 1.83 1.92
H 0.98 1.62 0.74
H 2.14 -0.87 1.67
H 0.87 0.99 -0.69
H -1.01 1.71 -0.79
H -2.98 -0.54 -1.81
H -2.39 -1.66 -0.71
H -2.38 -2.18 -2.39
N 1.50 -0.21 1.35
O -0.55 0.51 0.62
S -0.40 -1.71 2.10
S -0.50 -0.43 -2.00

90
Properties=species:S:1:pos:R:3 method="wB97M-V/def2-TZVPD" multiplicity=2 molar_mass_g_mol=939.93 homo_energy_ev="-11.3793 / -12.2223" de_lowest_kcal_mol=62.8 lumo_ev="-7.07 / -7.06" charge=+2 energy_ha=-6762.735140 s2=0.788
Ir -0.50 -0.34 1.70
C -4.88 2.09 -2.92
C -3.89 1.25 -2.18
C -2.79 0.66 -2.82
C -1.85 -0.07 -2.12
C -2.03 -0.38 -0.76
N -1.17 -1.21 -0.04
C -0.91 -2.48 -0.50
C -1.62 -3.03 -1.58
C -1.37 -4.29 -2.07
C -0.42 -5.13 -1.48
C -0.18 -6.53 -1.97
C 0.21 -4.65 -0.35
C -0.02 -3.35 0.13
N 0.61 -3.02 1.37
C 1.68 -3.62 1.90
C 1.78 -3.25 3.23
C 0.72 -2.40 3.44
N 0.00 -2.24 2.32
C -3.13 0.20 -0.14
C -4.02 1.02 -0.82
N -3.43 -0.15 1.21
C -4.65 -0.28 1.77
C -4.49 -0.52 3.12
C -3.11 -0.52 3.31
N -2.48 -0.29 2.16
H -4.82 1.92 -4.00
H -4.70 3.15 -2.74
H -5.90 1.87 -2.61
H -2.65 0.81 -3.88
H -1.02 -0.52 -2.64
H -2.41 -2.46 -2.04
H -1.95 -4.65 -2.91
H -0.38 -6.61 -3.04
H -0.84 -7.24 -1.47
H 0.85 -6.85 -1.79
H 0.85 -5.31 0.20
H 2.28 -4.29 1.31
H 2.52 -3.58 3.94
H 0.42 -1.90 4.34
H -4.85 1.47 -0.28
H -5.54 -0.22 1.16
H -5.26 -0.70 3.85
H -2.55 -0.71 4.21
C 0.22 0.22 5.36
Se -0.09 1.15 3.68
C 1.69 1.97 3.59
C 1.56 3.43 3.18
Se 0.62 3.65 1.49
C 2.18 3.46 0.33
H 1.15 -0.33 5.32
H -0.62 -0.45 5.55
H 0.25 0.97 6.14
H 2.30 1.39 2.90
H 2.11 1.88 4.59
H 2.55 3.87 3.07
H 1.02 4.00 3.92
H 2.96 4.14 0.67
H 1.86 3.75 -0.67
H 2.53 2.43 0.32
C -0.03 1.74 -1.30
C -0.54 2.83 -2.02
C -1.57 3.63 -1.48
C -2.06 4.70 -2.19
C -1.57 4.99 -3.46
C -0.57 4.20 -4.02
C -0.06 3.13 -3.32
H 0.82 1.17 -1.67
H -0.36 1.54 -0.29
H -1.94 3.40 -0.48
H -2.84 5.33 -1.76
H -1.96 5.83 -4.01
H -0.20 4.43 -5.01
H 0.72 2.51 -3.75
N 1.43 -0.35 1.09
C 2.48 -0.47 0.62
N 3.64 -0.62 0.06
C 4.76 0.32 0.26
C 5.22 0.81 -1.10
O 5.52 -0.28 -1.95
C 4.39 -1.09 -2.20
C 3.88 -1.71 -0.91
H 5.57 -0.21 0.76
H 4.43 1.14 0.89
H 6.13 1.40 -1.00
H 4.44 1.44 -1.56
H 4.70 -1.86 -2.90
H 3.59 -0.49 -2.67
H 4.63 -2.38 -0.49
H 2.95 -2.26 -1.07

71
Properties=species:S:1:pos:R:3 method="wB97M-V/def2-TZVPD" molar_mass_g_mol=616.37 homo_energy_ev=-11.9632 lumo_ev=-3.05 charge=+1 energy_ha=-1930.836805
C -0.39 0.44 -2.26
C -1.07 -0.79 -2.79
I -0.49 -1.24 -4.82
C -2.60 -0.77 -2.71
I -3.23 -1.10 -0.69
C -3.21 0.47 -3.39
C -4.40 0.14 -4.27
C -5.56 -0.33 -3.40
P -7.00 -0.53 -4.57
O -6.53 -1.98 -5.18
O -8.25 -0.83 -3.56
C -5.99 0.78 -2.44
C -4.91 1.73 -1.90
N -3.50 1.59 -2.44
H -0.46 0.47 -1.18
H -0.74 1.36 -2.72
H 0.67 0.38 -2.47
H -0.75 -1.65 -2.22
H -2.94 -1.62 -3.28
H -2.43 0.83 -4.07
H -4.73 1.02 -4.82
H -4.10 -0.64 -4.96
H -5.37 -1.29 -2.93
H -7.12 -2.17 -5.93
H -8.12 -1.59 -2.97
H -6.75 1.38 -2.93
H -6.48 0.32 -1.60
H -4.85 1.65 -0.83
H -5.22 2.75 -2.09
H -2.85 1.52 -1.65
H -3.26 2.47 -2.91
C -0.49 0.77 2.37
C 0.35 -0.44 1.98
C -0.06 -1.72 2.70
C 0.08 -1.68 4.23
C 1.49 -1.38 4.73
C 2.52 -2.42 4.33
H -0.39 1.02 3.42
H -0.18 1.65 1.80
H -1.55 0.59 2.16
H 1.41 -0.23 2.16
H 0.25 -0.61 0.90
H 0.52 -2.56 2.30
H -1.11 -1.94 2.46
H -0.24 -2.65 4.63
H -0.61 -0.94 4.64
H 1.45 -1.33 5.83
H 1.81 -0.39 4.39
H 2.24 -3.41 4.69
H 3.50 -2.18 4.75
H 2.64 -2.48 3.24
C 3.64 1.83 -0.09
C 4.38 0.53 0.22
C 4.58 0.29 1.71
C 5.43 1.34 2.44
C 6.83 1.54 1.88
C 7.70 0.28 1.97
H 4.19 2.71 0.25
H 3.49 1.94 -1.17
H 2.66 1.84 0.39
H 5.35 0.53 -0.30
H 3.81 -0.31 -0.19
H 5.03 -0.69 1.86
H 3.60 0.25 2.20
H 5.50 1.06 3.49
H 4.90 2.31 2.42
H 7.32 2.34 2.43
H 6.78 1.87 0.84
H 7.79 -0.05 3.00
H 8.70 0.48 1.59
H 7.28 -0.54 1.38

34
Properties=species:S:1:pos:R:3 method="wB97M-V/def2-TZVPD" molar_mass_g_mol=252.27 homo_energy_ev=-9.3642 de_lowest_kcal_mol=45.0 lumo_ev=0.52 energy_ha=-877.326699
C -0.75 2.00 0.75
C 0.47 1.37 0.18
C -2.02 1.82 -0.17
C -2.46 0.38 -0.25
C -1.90 -0.47 -1.19
C -3.39 -0.12 0.65
C -2.40 -1.82 -1.32
C -3.91 -1.39 0.49
C -3.40 -2.28 -0.46
C 2.05 -0.50 -0.14
C 2.25 -1.82 0.61
C 3.44 0.32 -0.12
H 0.13 3.64 1.52
H -0.32 3.81 -0.01
H -0.93 1.62 1.75
H -2.78 2.50 0.21
H -1.68 2.20 -1.15
H -1.18 -0.09 -1.93
H -3.75 0.43 1.50
H -1.96 -2.58 -1.98
H -4.79 -1.64 1.19
H -3.70 -3.38 -0.47
H 0.63 -0.40 1.32
H 1.92 -0.77 -1.20
H 3.51 0.89 0.89
H 4.25 -0.43 -0.28
H 2.45 1.64 -1.26
H 3.40 -2.31 -0.83
N -0.57 3.36 0.87
N 0.93 0.13 0.51
O 0.95 1.88 -0.88
O 1.71 -2.30 1.62
O 3.44 1.31 -1.12
O 3.20 -2.71 0.01

42
Properties=species:S:1:pos:R:3 method="wB97M-V/def2-TZVPD" molar_mass_g_mol=651.20 homo_energy_ev=-6.8069 de_lowest_kcal_mol=0.0 lumo_ev=-4.94 energy_ha=-10783.220790
C -1.09 2.70 3.48
C -1.25 1.89 2.59
S -1.34 0.72 1.43
C 0.37 0.12 1.22
C 0.83 0.35 -0.20
C 0.61 1.77 -0.71
N 0.18 1.67 -2.10
P -2.48 -0.90 2.37
O -3.94 -0.64 1.80
O -1.95 -2.25 1.72
S -2.34 -0.91 4.25
H -0.52 3.37 4.36
H 0.98 0.63 1.96
H 0.41 -0.93 1.50
H 0.26 -0.32 -0.84
H 1.88 0.05 -0.26
H -0.14 2.32 -0.14
H 1.52 2.36 -0.69
H -0.21 2.55 -2.42
H -0.60 1.01 -2.15
H -3.89 -0.25 0.91
H -2.28 -2.37 0.82
Cl -0.04 4.68 5.31
C 3.50 -1.95 3.33
Br 3.98 -0.49 2.16
Br 4.24 -1.66 5.09
Br 1.60 -2.29 3.35
H 3.97 -2.83 2.93
Mg -3.77 2.73 3.75
C 0.35 -0.75 -4.75
C -0.78 -1.61 -4.21
O -1.91 -0.84 -3.79
H 0.65 -0.04 -3.98
H 1.20 -1.37 -5.02
H 0.04 -0.17 -5.62
H -0.45 -2.16 -3.33
H -1.13 -2.34 -4.95
H -2.32 -0.25 -4.58
Cl -3.63 -0.13 -5.66
F -2.56 0.09 -2.29
F 5.91 -0.52 0.44
Li 6.14 -1.05 2.91